5
Properties=species:S:1:pos:R:3:forces:R:3 method="wB97M-V/def2-TZVPD" orbital_gap_ev="6.42 / 6.58" e_above_lowest_kcal_mol=57.8 total_energy_ev=-23042.93772 spin_multiplicity=7 s_squared=12.0076 total_charge=+1
H -0.827 -1.325 0.295 3.0 0.3 -1.6
O 0.007 -0.817 -0.179 -1.8 -3.0 1.9
C -0.901 0.254 -0.258 -0.7 2.5 0.2
O -0.301 1.298 0.086 0.8 0.1 -0.6
Sm 2.023 0.590 0.056 -1.3 0.0 0.1